The following is a DFT calculation (ωB97M-V with the def2-TZVPD basis set) of a structure of composition C27H38F6IrN6O6S2.

Geometry (Å):
Ir: -0.05073 -0.09846 -0.22606
O: -1.77979 0.22158 1.35292
C: -3.14236 0.32147 0.90734
C: -3.45741 1.79646 0.76414
C: -2.35677 2.53333 -0.00621
C: -2.19470 2.05208 -1.41937
C: -3.01654 2.56132 -2.41943
C: -2.82778 2.18554 -3.73383
C: -1.79271 1.31180 -4.03222
C: -1.02869 0.82358 -2.99539
N: -1.23330 1.15763 -1.70808
H: -1.66728 -0.51808 1.97370
H: -3.79751 -0.15269 1.63749
H: -3.24680 -0.21143 -0.04064
H: -3.55030 2.24780 1.75282
H: -4.42082 1.90914 0.26046
H: -1.41084 2.42416 0.52600
H: -2.59004 3.59889 -0.03755
H: -3.78744 3.27147 -2.15024
H: -3.46317 2.58018 -4.51568
H: -1.58132 1.00402 -5.04619
H: -0.22198 0.12984 -3.18136
F: -0.97771 -5.13287 1.19621
C: 0.13235 -4.48101 1.49798
F: 1.13704 -4.91184 0.75988
F: 0.42028 -4.65118 2.77893
S: -0.13504 -2.65142 1.23960
O: 1.17033 -2.09002 0.93278
O: -0.82159 -2.20942 2.41901
N: -1.12793 -2.41310 -0.00481
S: -0.66493 -2.85952 -1.49016
O: 0.12689 -1.79036 -2.08673
O: -0.20688 -4.20234 -1.60886
C: -2.30705 -2.76948 -2.33262
F: -2.91109 -1.60822 -2.08502
F: -2.08286 -2.86875 -3.63808
F: -3.07560 -3.76184 -1.92852
C: 4.35301 3.30376 3.07008
C: 4.39042 2.22814 4.14931
C: 3.61512 2.65113 5.39257
C: 3.94297 0.87274 3.60347
N: 2.64754 0.91082 2.91364
C: 2.36656 0.78059 1.62428
N: 1.06201 0.87752 1.48193
N: 0.54898 1.04107 2.72467
N: 1.49256 1.06306 3.58166
H: 4.82445 4.21846 3.42753
H: 3.32303 3.55358 2.80289
H: 4.87935 2.99303 2.16322
H: 5.43424 2.06728 4.43674
H: 2.56042 2.81465 5.17041
H: 4.02276 3.58140 5.78850
H: 3.67851 1.89573 6.17693
H: 3.85396 0.12889 4.39384
H: 4.65333 0.50306 2.86402
H: 3.08641 0.61150 0.84212
C: 3.18894 -1.10062 -4.39274
C: 3.63856 -0.67639 -2.99093
C: 5.04274 -1.19674 -2.68032
C: 3.55514 0.82248 -2.85692
C: 4.41815 1.66874 -3.50645
C: 4.28334 3.05501 -3.38888
C: 3.26190 3.62950 -2.61949
C: 2.35824 2.85207 -1.94397
C: 1.22934 3.45497 -1.14707
C: 0.24939 4.18282 -2.07255
C: 1.74856 4.38884 -0.05325
C: 2.50157 1.41068 -2.04092
O: 1.71183 0.63560 -1.43569
H: 3.19238 -2.18791 -4.47295
H: 3.85839 -0.70138 -5.15771
H: 2.17861 -0.75045 -4.61192
H: 2.94254 -1.11082 -2.27420
H: 5.77513 -0.83803 -3.40609
H: 5.05000 -2.28623 -2.71676
H: 5.37503 -0.89068 -1.68708
H: 5.21155 1.26422 -4.12195
H: 4.97775 3.70138 -3.90991
H: 3.18532 4.70873 -2.57070
H: 0.69174 2.63794 -0.66466
H: 0.73675 5.02029 -2.57556
H: -0.58560 4.58498 -1.49545
H: -0.15126 3.51747 -2.84007
H: 2.21136 5.28250 -0.47651
H: 2.49201 3.89558 0.57499
H: 0.92590 4.71366 0.58596

Cartesian forces, eV/Å:
Ir -0.03 0.52 -0.18
O 0.03 -0.15 -0.02
C 0.04 -0.01 0.00
C -0.02 0.00 0.00
C -0.01 -0.01 -0.02
C 0.08 0.00 0.04
C 0.01 0.03 -0.01
C -0.02 0.00 -0.02
C 0.00 0.03 0.01
C 0.03 0.00 0.05
N -0.12 -0.13 -0.03
H -0.04 0.00 0.02
H -0.01 0.01 0.00
H -0.01 0.01 -0.01
H 0.01 -0.01 0.00
H 0.01 0.00 -0.01
H 0.00 0.00 0.00
H -0.04 -0.01 0.01
H 0.00 0.00 0.00
H 0.00 0.00 0.00
H 0.00 0.00 0.00
H -0.02 -0.02 0.00
F 0.00 0.00 0.01
C -0.01 0.03 -0.08
F -0.01 -0.01 0.01
F 0.01 -0.01 0.02
S -0.15 -0.01 -0.16
O -0.05 -0.09 0.15
O 0.04 0.05 -0.01
N 0.32 -0.17 -0.09
S 0.02 0.10 0.25
O -0.16 -0.09 0.09
O 0.00 0.08 -0.04
C 0.06 -0.09 -0.03
F 0.03 0.06 0.01
F -0.04 -0.01 0.02
F -0.04 0.01 0.00
C 0.00 0.01 -0.05
C 0.04 0.01 0.01
C -0.02 0.00 0.01
C -0.07 -0.07 -0.08
N 0.02 -0.07 0.12
C 0.04 0.14 -0.07
N -0.10 -0.28 0.07
N 0.07 0.07 -0.04
N -0.03 0.06 -0.04
H -0.01 0.00 0.01
H 0.00 0.00 0.00
H 0.00 0.00 0.01
H 0.00 0.00 0.01
H 0.00 0.00 -0.01
H 0.01 -0.01 0.00
H 0.00 0.00 -0.01
H 0.01 0.02 0.02
H 0.01 0.00 0.01
H -0.02 0.00 0.00
C -0.02 -0.01 -0.04
C 0.00 0.01 0.05
C 0.03 -0.01 -0.03
C 0.01 0.02 -0.02
C -0.01 0.01 0.03
C 0.01 0.01 0.00
C 0.00 0.01 0.00
C 0.06 0.04 -0.04
C -0.03 -0.03 0.01
C 0.01 0.04 -0.01
C 0.01 0.04 0.03
C -0.09 -0.07 -0.08
O 0.08 -0.07 0.10
H 0.00 0.00 0.00
H 0.00 0.00 0.01
H 0.00 0.00 0.02
H -0.01 0.00 0.01
H -0.01 -0.01 0.01
H 0.00 0.00 -0.01
H -0.01 0.01 0.00
H 0.00 0.00 0.00
H 0.00 0.00 0.00
H 0.01 0.00 0.00
H 0.04 0.01 -0.01
H 0.00 0.00 0.00
H 0.01 0.00 0.00
H 0.03 0.02 0.01
H 0.00 -0.01 -0.01
H -0.01 -0.02 0.01
H 0.00 0.00 -0.01

multiplicity: 5
LUMO (alpha / beta): -2.216 / -4.985 eV
DFT total energy: -90646.4811 eV
frontier orbital gap (alpha / beta): 0.3398 / 0.2567 Ha
ΔE to the lowest compared entry with this formula, charge and spin: 3.18 kcal per mole
net charge: +1
expectation value of S²: 6.0402